C51H141N15O26P8 | ωB97M-V/def2-TZVPD

ORCA input file:
```
! RIJCOSX wB97M-V def2-TZVPD def2/J DEFGRID3
* xyz -1 2
O 5.7559 3.3540 -5.1976
P 5.4180 4.7817 -5.1230
N 6.3539 5.8017 -6.1864
C 5.8850 6.8900 -7.0433
C 7.8236 5.6667 -6.0700
N 5.5415 5.5885 -3.6157
C 5.9988 4.8743 -2.3672
C 5.3621 7.0291 -3.4919
N 3.6754 4.9721 -5.4778
C 3.0739 4.7070 -6.8160
C 2.7095 4.8223 -4.3874
H 4.9117 6.5805 -7.4239
H 6.4582 7.0082 -7.9628
H 5.6252 7.7207 -6.3871
H 8.2701 5.8316 -7.0507
H 8.0802 4.6259 -5.8726
H 8.2005 6.2660 -5.2413
H 6.9975 5.2182 -2.0977
H 5.3002 5.1246 -1.5688
H 6.1056 3.8153 -2.6022
H 5.0353 7.2053 -2.4671
H 6.3895 7.3929 -3.4826
H 4.7534 7.4670 -4.2831
H 3.8734 4.7230 -7.5567
H 2.4982 3.7892 -6.9358
H 2.3736 5.5165 -7.0221
H 2.8950 5.3619 -3.4587
H 2.4632 3.7710 -4.2383
H 1.7462 5.2617 -4.6464
O -4.1395 -1.0365 -3.5630
P -3.1034 -0.8549 -4.6722
N -3.4678 0.2553 -5.9539
C -3.0234 0.0652 -7.3139
C -4.0897 1.6112 -5.7633
N -2.7570 -2.3646 -5.3655
C -1.7512 -3.3649 -4.8261
C -3.7163 -3.0125 -6.1791
N -1.5013 -0.2747 -4.2760
C -1.3338 0.6914 -3.1854
C -0.4814 -0.3163 -5.3501
H -2.7005 1.0434 -7.6702
H -3.8559 -0.1793 -7.9738
H -2.1350 -0.5373 -7.5032
H -4.8749 1.4858 -5.0178
H -4.6496 1.9851 -6.6205
H -3.2918 2.3262 -5.5625
H -2.2245 -4.0297 -4.1035
H -1.4067 -3.9578 -5.6734
H -0.9180 -2.9745 -4.2418
H -3.2622 -3.5803 -6.9912
H -4.4658 -3.6159 -5.6669
H -4.2451 -2.1880 -6.6573
H -1.8656 1.6386 -3.2755
H -1.7174 0.2228 -2.2791
H -0.2587 0.8171 -3.0567
H -0.5311 0.5398 -6.0229
H -0.7043 -1.2709 -5.8268
H 0.5601 -0.3319 -5.0288
O -2.6430 3.9935 0.7258
P -3.9711 3.8948 -0.0061
N -5.2218 4.8030 0.7863
C -5.1075 5.1184 2.1242
C -6.6006 4.8659 0.2753
N -4.6208 2.2672 0.0536
C -3.9287 1.2089 -0.6496
C -5.2741 1.7677 1.3078
N -3.9184 4.2020 -1.7071
C -2.8093 5.0550 -2.1654
C -4.9875 4.1369 -2.7051
H -4.0788 5.2710 2.4508
H -5.5128 4.3060 2.7274
H -5.6221 6.0257 2.4404
H -6.6217 4.9622 -0.8102
H -7.2369 5.6043 0.7632
H -7.0642 3.8986 0.4691
H -4.6110 0.3635 -0.7380
H -3.7482 1.4298 -1.7016
H -2.9810 0.8935 -0.2132
H -6.1287 2.4111 1.5170
H -5.6183 0.7488 1.1302
H -4.6028 1.8107 2.1655
H -2.1196 5.2830 -1.3528
H -2.2475 4.5308 -2.9385
H -3.2078 5.9671 -2.6098
H -5.4573 5.1187 -2.7642
H -5.7020 3.3430 -2.4874
H -4.6729 3.8619 -3.7119
O -1.7334 -5.4926 0.7133
P -3.1603 -5.7614 0.8400
N -3.4858 -7.4647 0.9379
C -2.4088 -8.4450 1.1607
C -4.8531 -7.9707 1.0103
N -4.1056 -5.1827 -0.4915
C -5.5724 -5.3421 -0.4816
C -3.5205 -5.1332 -1.8322
N -3.8315 -5.1291 2.2234
C -3.8484 -3.6683 2.3853
C -3.8269 -5.7796 3.5239
H -1.5820 -8.2432 0.4797
H -2.7077 -9.4373 0.8228
H -2.0592 -8.4470 2.1931
H -4.8382 -8.9659 1.4548
H -5.2859 -7.9425 0.0103
H -5.4775 -7.2877 1.5863
H -6.1628 -4.5041 -0.8520
H -5.8499 -6.2688 -0.9841
H -5.9354 -5.4408 0.5414
H -3.2154 -6.1280 -2.1567
H -4.2123 -4.7823 -2.5980
H -2.7045 -4.4141 -1.7610
H -4.5689 -3.3921 3.1551
H -2.9063 -3.2294 2.7139
H -4.0645 -3.2017 1.4242
H -4.6539 -6.4893 3.5024
H -3.9775 -5.0197 4.2907
H -2.8824 -6.2757 3.7472
C 4.4120 1.5237 2.9568
N 3.1498 1.0800 3.6673
O 2.9252 -0.1248 3.7959
O 2.4552 2.0281 4.1141
H 5.1602 1.7689 3.7106
H 4.1107 2.3873 2.3639
H 4.7047 0.7258 2.2743
C -0.2971 6.2834 0.6252
N 0.9661 6.3638 -0.2751
O 2.0332 6.4316 0.2272
O 0.6848 6.4083 -1.4653
H -1.2016 6.6132 0.1142
H -0.0777 6.8845 1.5077
H -0.4681 5.2370 0.8780
C 4.7528 -3.0426 2.7832
N 6.1919 -2.6369 2.8363
O 6.3961 -1.4903 2.6289
O 7.0707 -3.4101 3.1159
H 4.1254 -2.4718 2.0986
H 4.4055 -2.9054 3.8073
H 4.8543 -4.0867 2.4872
C 0.0800 -2.0552 3.3613
C 0.5471 -3.2792 2.5521
O 0.3308 -4.6173 3.0501
P 1.1550 -5.0893 4.2982
O 2.6048 -4.8126 4.2851
O 0.7934 -6.7067 4.4250
C 0.4794 -7.5582 3.3919
C 1.7395 -7.9430 2.7349
O 0.4112 -4.4767 5.5598
C -0.9432 -4.7952 5.7858
C -1.7208 -3.6593 6.3613
H 0.5681 -1.1025 3.1558
H -0.9980 -1.9400 3.2485
H 0.3582 -2.1847 4.4072
H 0.0279 -3.1824 1.5986
H 1.6079 -3.1878 2.3188
H -0.0062 -8.3361 3.9810
H -0.2832 -7.1632 2.7206
H 2.2215 -8.7265 3.3195
H 1.4313 -8.3466 1.7704
H 2.5074 -7.1767 2.6293
H -1.4301 -5.0662 4.8490
H -0.8963 -5.6915 6.4042
H -2.7385 -3.8957 6.6719
H -1.2849 -3.3901 7.3234
H -1.5956 -2.7381 5.7921
C 2.2455 3.1757 -0.9419
C 2.8285 1.8517 -1.5703
O 1.8372 0.8335 -1.3389
P 1.6552 -0.0051 0.0239
O 2.9201 -0.7072 0.4843
O 0.9817 1.0036 1.1588
C -0.3618 1.4051 1.0832
C -0.6599 1.8854 2.4876
O 0.4561 -1.0473 -0.2141
C 0.5964 -1.9941 -1.2210
C -0.6788 -2.7291 -1.2212
H 1.2889 3.4289 -1.3991
H 2.1312 3.1861 0.1421
H 2.8864 4.0257 -1.1761
H 3.1370 1.9686 -2.6091
H 3.7104 1.5837 -0.9885
H -0.5337 2.1260 0.2838
H -0.9915 0.5402 0.8748
H -0.4218 1.2742 3.3581
H 0.0333 2.7126 2.6403
H -1.6824 2.2368 2.6260
H 0.9069 -1.5053 -2.1444
H 1.3561 -2.7391 -0.9846
H -0.7561 -3.4946 -1.9932
H -0.8455 -3.1896 -0.2474
H -1.5135 -2.0590 -1.4272
C 6.4009 -1.1744 -1.4599
C 6.7173 -2.4442 -0.8107
O 5.4936 -3.1182 -0.4578
P 4.5317 -3.8834 -1.5970
O 5.2276 -4.7570 -2.5824
O 3.4349 -4.6286 -0.6400
C 2.4179 -5.3956 -1.3330
C 1.6388 -6.2696 -0.3434
O 3.7349 -2.6329 -2.2906
C 3.7922 -2.6572 -3.6538
C 2.9482 -1.4689 -4.1181
H 5.5638 -0.7294 -0.9220
H 7.2363 -0.4777 -1.3911
H 6.1233 -1.3490 -2.4994
H 7.1931 -3.1838 -1.4547
H 7.3758 -2.2735 0.0409
H 1.7173 -4.7506 -1.8633
H 2.8858 -6.0515 -2.0671
H 1.5578 -5.5415 0.4637
H 0.7136 -6.5580 -0.8424
H 2.2028 -7.1235 0.0318
H 4.7788 -2.6353 -4.1168
H 3.3505 -3.5939 -3.9936
H 2.9585 -1.4556 -5.2080
H 1.9248 -1.6003 -3.7667
H 3.3605 -0.5747 -3.6505
C -0.6792 5.2705 4.4812
C -1.3784 4.3260 5.4577
O -0.6949 4.3707 6.6819
P -1.4054 3.5881 7.9112
O -2.7860 4.0337 8.0744
O -0.3517 3.7397 9.1743
C -0.1660 5.0346 9.7045
C 1.1006 5.7126 9.1458
O -1.2548 2.0689 7.4846
C -2.3633 1.2912 7.1060
C -1.7747 -0.0294 6.6028
H -0.8968 6.3236 4.6593
H 0.3895 5.0567 4.4988
H -0.9894 5.1561 3.4425
H -2.4341 4.4785 5.6818
H -1.2333 3.3170 5.0717
H -1.0730 5.6280 9.5887
H -0.0476 4.6984 10.7346
H 1.9990 5.1677 9.4357
H 1.0578 5.8028 8.0604
H 1.1745 6.7656 9.4177
H -3.0707 1.1715 7.9266
H -2.9668 1.8698 6.4066
H -1.5268 0.0138 5.5423
H -1.0059 -0.3676 7.2976
H -2.6663 -0.6358 6.7625
*
```

Calculated values
⟨S²⟩   0.754
E_LUMO (alpha / beta)   1.54 / 1.54 eV
Frontier orbital gap (alpha / beta)   1.752 / 5.440 eV

Atomic partial charges in e from the Mulliken method, atoms 1 to 99: atom 1 (O): -0.897, atom 2 (P): 0.440, atom 3 (N): 0.204, atom 4 (C): -0.833, atom 5 (C): -1.057, atom 6 (N): 0.510, atom 7 (C): -0.942, atom 8 (C): -1.150, atom 9 (N): 0.428, atom 10 (C): -1.080, atom 11 (C): -1.238, atom 12 (H): 0.226, atom 13 (H): 0.359, atom 14 (H): 0.249, atom 15 (H): 0.400, atom 16 (H): 0.314, atom 17 (H): 0.241, atom 18 (H): 0.311, atom 19 (H): 0.266, atom 20 (H): 0.269, atom 21 (H): 0.408, atom 22 (H): 0.265, atom 23 (H): 0.315, atom 24 (H): 0.357, atom 25 (H): 0.283, atom 26 (H): 0.356, atom 27 (H): 0.271, atom 28 (H): 0.294, atom 29 (H): 0.424, atom 30 (O): -0.945, atom 31 (P): 0.450, atom 32 (N): 0.419, atom 33 (C): -1.390, atom 34 (C): -1.243, atom 35 (N): 0.373, atom 36 (C): -0.465, atom 37 (C): -1.107, atom 38 (N): 0.884, atom 39 (C): -0.342, atom 40 (C): -0.778, atom 41 (H): 0.499, atom 42 (H): 0.389, atom 43 (H): 0.335, atom 44 (H): 0.361, atom 45 (H): 0.487, atom 46 (H): 0.354, atom 47 (H): -0.011, atom 48 (H): 0.518, atom 49 (H): -0.156, atom 50 (H): 0.341, atom 51 (H): 0.252, atom 52 (H): 0.316, atom 53 (H): 0.303, atom 54 (H): -0.399, atom 55 (H): 0.113, atom 56 (H): 0.235, atom 57 (H): 0.287, atom 58 (H): -0.003, atom 59 (O): -0.165, atom 60 (P): -0.241, atom 61 (N): 0.240, atom 62 (C): -0.927, atom 63 (C): -0.818, atom 64 (N): 0.434, atom 65 (C): -0.954, atom 66 (C): -0.886, atom 67 (N): 0.688, atom 68 (C): -0.804, atom 69 (C): -1.239, atom 70 (H): 0.123, atom 71 (H): 0.310, atom 72 (H): 0.419, atom 73 (H): 0.170, atom 74 (H): 0.377, atom 75 (H): 0.273, atom 76 (H): 0.567, atom 77 (H): 0.018, atom 78 (H): 0.139, atom 79 (H): 0.263, atom 80 (H): 0.368, atom 81 (H): 0.206, atom 82 (H): -0.114, atom 83 (H): 0.254, atom 84 (H): 0.334, atom 85 (H): 0.363, atom 86 (H): 0.391, atom 87 (H): 0.303, atom 88 (O): -0.337, atom 89 (P): -0.418, atom 90 (N): 0.342, atom 91 (C): -0.985, atom 92 (C): -1.052, atom 93 (N): 0.561, atom 94 (C): -1.229, atom 95 (C): -0.695, atom 96 (N): 0.481, atom 97 (C): -1.490, atom 98 (C): -1.032, atom 99 (H): 0.155